DFT (ωB97M-V/def2-TZVPD) results for a 30-piece molecular cluster, C8H73O32 overall in a non-equilibrium geometry.

E_tot in eV: -75006.25377
Charge: -1
LUMO in eV: 2.1739

Cartesian coordinates (Å):
1 O -0.773 -1.513 -0.875
2 C -0.011 -0.410 -0.550
3 O 1.209 -0.405 -0.823
4 O -0.624 0.582 -0.104
5 H -0.271 -2.220 -1.309
6 O 4.240 -0.031 -2.828
7 H 4.574 -0.299 -1.958
8 H 3.804 0.835 -2.721
9 O 4.087 -3.270 2.343
10 H 3.823 -2.533 1.821
11 H 3.638 -3.147 3.196
12 O -3.295 -1.050 -1.883
13 H -2.436 -1.203 -1.536
14 H -3.387 -0.163 -2.237
15 O -5.562 -1.125 0.548
16 H -4.614 -0.870 0.685
17 H -5.506 -1.514 -0.339
18 O -1.726 3.264 3.821
19 H -1.852 2.733 4.679
20 H -1.246 2.646 3.341
21 O 0.080 -3.259 -3.258
22 H -0.874 -3.287 -3.508
23 H 0.501 -2.617 -3.864
24 O 2.824 1.717 -0.014
25 H 2.686 2.230 -0.805
26 H 2.121 1.000 -0.046
27 O -2.960 -0.250 1.496
28 H -2.203 0.013 0.885
29 H -3.384 0.538 1.853
30 O 5.114 1.514 1.546
31 H 5.719 1.074 0.964
32 H 4.475 1.871 0.916
33 O -5.303 2.182 -0.324
34 H -5.550 1.286 -0.504
35 H -4.776 2.496 -1.089
36 O -3.619 1.727 -2.887
37 H -3.241 1.356 -3.731
38 H -3.333 2.637 -2.896
39 O 5.544 -1.472 -0.712
40 H 6.412 -1.795 -0.496
41 H 4.986 -2.241 -0.986
42 O 2.430 2.432 -2.847
43 H 1.649 1.949 -3.126
44 H 2.195 3.321 -3.115
45 O 3.124 -2.840 -1.126
46 H 2.778 -3.605 -1.507
47 H 2.672 -2.102 -1.547
48 O -2.560 5.358 0.677
49 H -1.784 5.727 1.118
50 H -2.853 4.753 1.374
51 O -2.962 -2.928 2.300
52 H -3.884 -2.846 2.618
53 H -2.723 -1.991 2.180
54 O -2.849 4.271 -1.884
55 H -3.238 4.840 -1.181
56 H -1.905 4.081 -1.658
57 O 1.602 4.397 0.364
58 H 1.193 4.678 1.174
59 H 2.021 3.536 0.614
60 O 1.162 -5.810 -2.424
61 H 0.691 -5.111 -2.894
62 H 0.845 -5.707 -1.552
63 O 0.078 5.600 2.334
64 H 0.610 4.963 2.813
65 H 0.407 6.482 2.454
66 O -0.211 3.361 -1.725
67 H -0.539 2.558 -1.308
68 H 0.087 3.845 -0.956
69 O -4.156 2.550 2.462
70 H -3.396 3.103 2.442
71 H -4.774 2.654 1.785
72 C 0.707 -3.412 1.977
73 O 0.941 -2.940 3.309
74 H 0.214 -2.659 1.343
75 H 1.717 -3.544 1.520
76 H 0.140 -4.391 2.057
77 H 0.131 -3.150 3.774
78 C 2.821 3.244 3.334
79 O 1.437 3.575 3.393
80 H 3.321 3.129 4.308
81 H 2.989 2.312 2.798
82 H 3.269 4.063 2.722
83 H 0.858 2.827 3.179
84 C -2.699 -4.172 -1.807
85 O -2.617 -3.388 -3.048
86 H -3.181 -5.119 -2.085
87 H -1.662 -4.405 -1.436
88 H -3.208 -3.721 -0.953
89 H -3.005 -2.497 -2.908
90 C -1.386 -1.895 5.385
91 O -1.480 -3.158 4.794
92 H -1.688 -1.866 6.433
93 H -0.295 -1.650 5.426
94 H -1.900 -1.083 4.862
95 H -2.012 -3.020 3.962
96 C 0.560 0.212 3.166
97 O 0.067 1.422 2.546
98 H 0.921 0.533 4.161
99 H -0.248 -0.443 3.407
100 H 1.271 -0.253 2.440
101 H -0.242 1.263 1.658
102 C -0.349 0.333 -4.645
103 O 0.737 0.429 -3.753
104 H -1.206 0.848 -4.171
105 H -0.143 0.910 -5.620
106 H -0.655 -0.675 -4.962
107 H 1.241 -0.392 -3.825
108 C 3.281 -2.997 -4.542
109 O 2.639 -1.854 -3.956
110 H 2.500 -3.521 -5.073
111 H 3.980 -2.597 -5.323
112 H 3.891 -3.612 -3.944
113 H 3.343 -1.231 -3.572